Record 1
This record from OMol25 describes a structure of composition C27H42N6O2PS2Yb. The level of theory is ωB97M-V with the def2-TZVPD basis set.

Properties
energy above the lowest of the compared OMol25 structures with the same formula, charge and spin	13.20	kJ/mol
LUMO energy (alpha / beta)	-5.32 / -5.77	eV
net charge	+2
multiplicity	2
calculated total energy	-104198.015	eV
HOMO-LUMO gap (alpha / beta)	8.609 / 8.163	eV
HOMO level (alpha / beta)	-13.9 / -13.9	eV

```
81
Properties=species:S:1:pos:R:3:forces:R:3
Yb 1.187119 -0.899659 -0.042469 1.4846 -0.8312 0.3260
S 1.891909 -1.101272 2.417018 0.1454 0.2058 0.0856
S 5.804724 -0.650841 -0.183633 0.2132 -0.0157 0.0301
P -1.556214 -1.472498 -1.221020 0.0224 -0.1832 0.3571
O 1.351505 1.050604 0.222593 0.0732 1.2193 0.4062
O -0.787283 -1.425318 0.112502 -1.2321 -0.3611 -0.2988
N 1.479113 0.622983 4.367057 -0.0071 -0.0445 0.2706
N 3.432863 -1.378353 -0.679907 -0.2040 -0.1443 -0.0515
N -1.081178 -2.833370 -1.965178 0.1078 -0.4037 -0.1442
N -3.122723 -1.307107 -0.958284 -0.3887 0.1822 0.0371
N -1.062394 -0.264085 -2.214315 0.3596 0.5391 -0.1621
N 1.685229 1.719882 2.415330 0.2077 -0.3686 0.3412
C 1.714212 3.618563 -0.697146 -0.0080 0.0524 -0.0878
C 1.817365 4.923742 -1.150290 -0.0038 -0.0134 0.0577
C 1.863110 5.970591 -0.237234 -0.0037 -0.0090 0.0067
C -5.266061 -0.433535 -1.407756 -0.0169 0.0204 -0.0444
C -0.525691 -4.265933 -3.746994 -0.0078 0.0026 -0.0561
C -1.625071 -3.333333 -3.251958 0.0809 0.0557 0.0940
C -4.128966 -1.218695 -2.052044 0.0954 0.0384 0.1322
C 1.242322 1.950139 4.997370 0.0975 -0.2131 -0.0466
C 1.574445 1.960964 1.157158 -0.1306 -0.1264 -0.5771
C 4.151092 -2.527660 -0.415363 -0.1538 0.0374 -0.0003
C 0.118162 0.938047 -3.869483 -0.0270 -0.0860 -0.1092
C -3.712479 -0.907745 0.356758 -0.0076 -0.0963 -0.1765
C 1.668974 3.352697 0.671100 0.0516 -0.0563 0.1181
C 1.669937 0.517794 3.069469 -0.3784 0.3280 -0.1768
C 4.210220 -0.318315 -0.590507 0.0098 0.0884 -0.0777
C -0.151826 2.495366 4.747955 -0.0739 0.0398 -0.0169
C 5.452626 -2.318485 -0.116626 0.0873 -0.0115 -0.0317
C 0.033385 -1.077827 5.470394 -0.0587 -0.0224 0.0182
C -5.206501 -0.875567 0.050936 -0.0116 -0.0310 0.0623
C 0.035802 -4.856657 -2.457240 -0.0323 -0.0332 0.0618
C 1.809733 5.712692 1.127092 -0.0033 -0.0390 -0.0334
C 0.039682 -3.669876 -1.492190 -0.0897 0.0073 -0.1420
C 1.717757 4.407823 1.580999 0.0261 0.0892 0.0403
C 0.218642 -0.274601 -2.936982 -0.4174 0.0771 -0.0820
C -0.917514 1.883493 -3.223103 -0.0278 -0.0134 -0.0179
C 1.440139 -0.539238 5.283826 0.0951 0.1849 -0.1120
C -1.436125 1.154337 -1.977484 0.0466 -0.2039 -0.1504
H 2.001441 2.633097 4.627918 0.0237 0.0265 -0.0476
H -5.630800 -1.875388 0.158080 0.0101 0.0044 0.0026
H -2.512589 1.234960 -1.841386 -0.0194 -0.0068 -0.0247
H 1.681018 4.197106 2.640868 0.0012 -0.0127 -0.0193
H -5.740342 -0.209662 0.725867 -0.0011 0.0022 -0.0156
H -6.221292 -0.639040 -1.886073 -0.0048 -0.0006 0.0231
H 2.106664 -1.305794 4.903408 0.0090 -0.0257 -0.0426
H 1.941326 6.990874 -0.589155 -0.0007 -0.0132 -0.0042
H 6.205540 -3.050983 0.125920 -0.0106 0.0238 -0.0160
H 1.674972 2.802196 -1.407005 0.0035 -0.0082 0.0123
H -0.947890 1.535271 -1.077087 0.0234 0.0083 0.0669
H -4.450326 -2.219772 -2.341347 -0.0242 -0.0211 0.0031
H 1.008568 -3.139452 -1.604467 0.0140 0.0556 0.0139
H -0.084697 -3.972476 -0.453796 -0.0211 0.0089 0.0356
H 3.665106 -3.490794 -0.453967 -0.0093 -0.0031 0.0040
H -5.074798 0.639308 -1.486687 0.0026 -0.0067 -0.0022
H -0.345448 2.611926 3.681463 0.0239 0.0082 0.0398
H -0.904344 -5.019340 -4.434050 0.0098 -0.0034 0.0096
H -0.238629 3.476049 5.216820 -0.0109 -0.0182 0.0024
H -0.388259 -1.395376 4.515667 0.0102 0.0058 0.0227
H -0.237959 0.595490 -4.839476 0.0177 0.0288 -0.0200
H -3.707612 -0.722270 -2.928025 0.0042 0.0003 0.0022
H 1.866201 5.131250 -2.211053 -0.0061 -0.0160 0.0035
H 3.860816 0.691514 -0.756288 -0.0020 -0.0026 0.0324
H -1.729868 2.072290 -3.921233 -0.0118 0.0208 0.0082
H 0.375169 -1.218343 -3.454341 -0.0284 -0.0260 -0.0315
H -0.493010 2.848057 -2.952467 0.0265 -0.0032 -0.0008
H -0.920769 1.852735 5.175275 0.0190 -0.0027 -0.0049
H -0.625553 -0.333284 5.916294 0.0133 -0.0077 -0.0085
H 1.416225 1.799601 6.060163 -0.0403 0.0583 0.0122
H 1.024752 -5.294090 -2.576011 0.0050 0.0000 -0.0006
H 1.089984 1.401334 -4.029051 -0.0087 0.0254 0.0264
H -2.557528 -3.873097 -3.080287 -0.0108 -0.0153 0.0017
H 1.100138 -0.111505 -2.283311 0.0996 0.0816 0.0554
H -3.346198 0.078878 0.647329 0.0114 0.0201 -0.0010
H 1.860162 -0.188405 6.224187 -0.0382 -0.0311 0.0374
H 0.246049 -3.694681 -4.269336 -0.0079 -0.0050 -0.0036
H -0.628181 -5.629794 -2.068573 -0.0146 0.0059 -0.0172
H 0.058875 -1.939934 6.136776 0.0090 0.0129 -0.0167
H -3.445677 -1.620882 1.132166 0.0080 -0.0313 0.0016
H 1.842689 6.530874 1.833744 0.0004 -0.0145 -0.0015
H -1.823952 -2.508160 -3.937855 0.0051 0.0162 0.0117
```
Forces are in eV/Å.

For reference, the Mulliken charges in units of e are:
1. Yb 0.076
2. S -0.394
3. S -0.037
4. P -1.252
5. O 0.485
6. O -0.660
7. N 0.061
8. N -0.083
9. N 0.594
10. N 0.384
11. N 0.853
12. N -0.156
13. C -0.238
14. C -0.924
15. C -0.425
16. C -0.709
17. C -0.743
18. C -0.431
19. C -0.451
20. C -0.639
21. C -0.032
22. C -0.484
23. C -0.897
24. C -0.552
25. C 0.738
26. C 0.417
27. C -0.126
28. C -0.950
29. C -0.284
30. C -0.808
31. C -0.711
32. C -0.719
33. C -0.796
34. C -0.486
35. C -0.207
36. C 0.096
37. C -0.759
38. C -0.911
39. C 0.070
40. H 0.399
41. H 0.322
42. H 0.320
43. H 0.332
44. H 0.382
45. H 0.397
46. H 0.527
47. H 0.415
48. H 0.465
49. H 0.540
50. H -0.203
51. H 0.379
52. H 0.313
53. H 0.305
54. H 0.393
55. H 0.266
56. H 0.187
57. H 0.417
58. H 0.357
59. H 0.168
60. H 0.317
61. H 0.348
62. H 0.445
63. H 0.349
64. H 0.340
65. H 0.138
66. H 0.303
67. H 0.332
68. H 0.290
69. H 0.422
70. H 0.408
71. H 0.422
72. H 0.362
73. H 0.073
74. H 0.338
75. H 0.403
76. H 0.275
77. H 0.342
78. H 0.392
79. H 0.328
80. H 0.449
81. H 0.334

---

Record 2
This record from OMol25 describes a structure of composition C2H6BrHfOS. The level of theory is ωB97M-V with the def2-TZVPD basis set.

Properties
energy above the lowest of the compared OMol25 structures with the same formula, charge and spin	378.90	kJ/mol
LUMO energy	-17.60	eV
net charge	+3
calculated total energy	-86362.015	eV
HOMO-LUMO gap	1.887	eV
HOMO level	-19.5	eV

```
12
Properties=species:S:1:pos:R:3:forces:R:3
Hf -4.379906 14.762100 -5.644982 -0.4249 3.0334 0.4658
Br -4.830181 17.375197 -5.287610 0.6458 -3.4541 -0.4061
S -8.018667 21.042893 -6.547058 1.6623 2.0355 1.9459
O -8.236867 22.368651 -7.047410 -0.9124 0.0323 -1.0899
C -8.637713 20.934390 -4.895686 -1.4183 -1.4881 1.2521
C -6.235945 20.858379 -6.480328 1.6273 -1.9649 -0.0579
H -5.904370 19.827449 -6.244295 -0.7539 0.1987 -0.3574
H -8.324380 19.988633 -4.436328 0.4630 0.0031 -0.3534
H -9.732247 20.855017 -4.816718 -0.0561 0.3362 -0.5661
H -5.854855 21.423354 -5.613631 -0.7113 0.6317 -0.0936
H -8.324674 21.800418 -4.292518 0.3235 0.3014 -0.6048
H -5.750108 21.140215 -7.417178 -0.4449 0.3348 -0.1346
```
Forces are in eV/Å.

For reference, the natural (NBO) charges in units of e are:
1. Hf 1.769
2. Br -0.428
3. S 1.738
4. O -0.411
5. C -0.869
6. C -0.824
7. H 0.295
8. H 0.316
9. H 0.362
10. H 0.346
11. H 0.364
12. H 0.344